C3H5FO2S | ωB97M-V/def2-TZVPD

Structure (XYZ):
```
12
Properties=species:S:1:pos:R:3
C -0.211 0.724 -1.713
C -0.054 0.100 -0.492
C 0.439 0.748 0.811
O -1.168 -1.341 1.149
O 1.133 -2.063 1.029
F -0.541 1.335 1.531
S 0.235 -1.223 1.715
H -0.053 0.033 -2.594
H -0.438 1.796 -1.809
H -1.112 -0.816 0.261
H 0.528 -0.856 -0.653
H 1.241 1.561 0.765
```

Output
**Maximum force**: 5.4 eV/Å
**2S+1**: 1
**Energy relative to the best compared isomer or geometry (same formula, charge and spin)**: 92.0 kcal/mol
**DFT total energy**: -765.6899 Ha
**Orbital gap**: 8.67 eV

Here are the natural (NBO) charges for atoms 1 to 2, given in e:
1 C -0.21
2 C -0.51

=====

C33H33FeN3OP2 | ωB97M-V/def2-TZVPD

Structure (XYZ):
```
73
Properties=species:S:1:pos:R:3
Fe 11.692 11.950 8.979
C 7.248 7.954 9.567
C 7.132 9.308 9.051
C 5.947 9.709 8.495
C 5.687 10.989 7.964
C 6.730 11.880 8.022
C 7.999 11.535 8.440
C 8.217 10.226 8.928
P 9.957 9.917 9.365
C 10.079 8.789 10.756
C 10.767 7.575 10.679
C 10.899 6.768 11.757
C 10.201 7.043 12.949
C 9.536 8.270 13.041
C 9.503 9.198 11.997
C 8.858 10.611 12.150
C 10.786 9.071 8.039
C 10.126 8.245 7.118
C 10.775 7.875 5.958
C 12.134 8.138 5.765
C 12.778 8.816 6.722
C 12.112 9.400 7.855
C 12.844 10.223 8.831
H 6.570 7.317 8.999
H 7.061 7.884 10.641
H 8.208 7.505 9.544
H 5.094 9.010 8.554
H 4.690 11.324 7.559
H 6.471 12.868 7.669
H 8.909 12.213 8.370
H 11.219 7.200 9.794
H 11.549 5.918 11.560
H 10.245 6.471 13.889
H 8.954 8.579 13.965
H 8.428 10.786 13.138
H 8.130 10.800 11.386
H 9.623 11.401 11.994
H 9.152 7.804 7.360
H 10.215 7.301 5.275
H 12.681 7.853 4.881
H 13.824 9.001 6.639
H 13.922 10.312 8.607
H 12.832 9.777 9.863
N 9.528 15.172 10.751
C 10.584 14.466 10.224
O 10.330 13.324 9.801
C 11.875 15.025 10.038
C 12.786 14.255 9.313
N 13.469 13.557 8.633
C 12.217 16.220 10.781
N 12.462 17.081 11.516
H 8.726 14.683 11.085
H 9.810 15.849 11.452
C 13.316 12.380 5.874
P 11.618 12.566 6.491
C 10.598 11.735 5.197
C 11.162 14.296 6.286
C 12.093 15.280 5.956
C 11.724 16.659 6.028
C 10.411 17.031 6.344
C 9.505 16.001 6.644
C 9.895 14.708 6.680
H 13.951 13.237 5.902
H 13.315 12.144 4.807
H 13.769 11.538 6.317
H 11.240 10.868 4.902
H 10.278 12.276 4.377
H 9.711 11.300 5.691
H 13.087 14.926 5.620
H 12.473 17.324 5.780
H 10.072 18.072 6.410
H 8.540 16.256 6.973
H 9.124 14.014 7.049
```

Output
**Maximum force**: 3.5 eV/Å
**2S+1**: 5
**Energy relative to the best compared isomer or geometry (same formula, charge and spin)**: 0.0 kcal/mol
**DFT total energy**: -3463.1941 Ha
**Orbital gap (alpha / beta)**: 7.77 / 8.45 eV

Here are the Löwdin charges for atoms 1 to 2, given in e:
1 Fe 0.60
2 C -0.05

=====

C2H3BrO | ωB97M-V/def2-TZVPD

Structure (XYZ):
```
7
Properties=species:S:1:pos:R:3
C 1.582 -0.040 -0.763
C 0.347 0.143 -0.833
O -2.358 0.015 0.405
Br -1.362 -0.405 1.754
H 2.518 -0.368 -1.039
H -0.134 0.156 1.170
H -0.593 0.500 -0.694
```

Output
**Maximum force**: 7.1 eV/Å
**2S+1**: 1
**Energy relative to the best compared isomer or geometry (same formula, charge and spin)**: 148.8 kcal/mol
**DFT total energy**: -2727.0188 Ha
**Orbital gap**: 9.49 eV

Here are the natural (NBO) charges for atoms 1 to 2, given in e:
1 C -0.22
2 C -0.24

=====

C28H69NO8V | ωB97M-V/def2-TZVPD

Structure (XYZ):
```
107
Properties=species:S:1:pos:R:3
V -1.301 1.844 -2.289
C -0.047 4.561 1.158
C 0.536 3.509 0.225
O -0.356 2.881 -0.658
H 0.711 5.197 1.615
H -0.659 4.041 1.895
H -0.609 5.321 0.614
H 1.192 2.821 0.757
H 1.216 4.047 -0.435
C 0.297 -0.739 0.410
C -0.961 -1.050 -0.459
O -1.139 -0.147 -1.526
H 0.531 -1.520 1.133
H 0.149 0.189 0.962
H 1.162 -0.576 -0.233
H -1.831 -1.245 0.167
H -0.813 -2.033 -0.906
C -3.743 3.006 0.416
C -3.841 1.780 -0.402
C -5.293 1.284 -0.635
O -3.333 2.046 -1.640
H -2.710 3.300 0.599
H -4.223 2.943 1.393
H -4.300 3.840 -0.011
H -3.279 0.972 0.068
H -5.879 0.930 0.213
H -5.281 0.470 -1.359
H -5.851 2.097 -1.100
H -3.987 2.592 -2.084
C -0.607 -3.580 -5.322
C -1.750 -3.401 -4.342
C -1.811 -4.219 -3.091
O -1.878 -2.051 -4.026
H -0.317 -4.622 -5.459
H 0.247 -3.043 -4.908
H -0.857 -3.119 -6.278
H -2.628 -3.638 -4.942
H -0.847 -4.117 -2.592
H -1.924 -5.262 -3.389
H -2.554 -3.932 -2.347
H -1.284 -1.919 -3.283
C -2.474 0.452 -6.365
C -3.112 0.989 -5.065
C -4.563 0.420 -4.781
O -2.220 0.763 -3.976
H -1.606 1.005 -6.722
H -3.192 0.318 -7.175
H -2.202 -0.598 -6.254
H -3.218 2.056 -5.262
H -5.179 0.896 -4.018
H -4.459 -0.599 -4.409
H -5.079 0.405 -5.741
H -2.164 -0.193 -3.917
C 0.210 -0.311 4.065
C 0.361 1.173 4.328
C -1.073 1.898 4.547
O 1.122 1.261 5.515
H -0.765 -0.471 3.604
H 0.263 -0.942 4.952
H 0.943 -0.625 3.323
H 0.882 1.606 3.474
H -1.088 2.709 5.275
H -1.802 1.177 4.918
H -1.349 2.470 3.661
H 1.084 2.203 5.700
C -2.685 -4.241 0.623
C -3.421 -4.175 1.990
C -3.683 -2.766 2.528
O -4.679 -4.700 1.666
H -1.662 -3.901 0.784
H -3.080 -3.539 -0.113
H -2.781 -5.245 0.211
H -2.931 -4.805 2.732
H -2.887 -2.333 3.133
H -4.513 -2.713 3.231
H -3.905 -2.151 1.655
H -4.875 -4.383 0.781
C 3.447 1.435 -0.502
C 4.569 0.766 0.201
C 5.870 1.635 0.144
C 6.965 1.276 1.205
C 6.324 1.344 2.587
C 5.101 0.372 2.756
N 4.176 0.445 1.595
O 3.047 -0.334 1.661
C 5.654 -1.038 2.987
C 4.385 0.836 4.103
C 4.925 -0.532 -0.573
H 3.094 2.360 -0.046
H 2.626 0.724 -0.590
H 3.757 1.557 -1.540
H 6.360 1.434 -0.809
H 5.568 2.682 0.171
H 7.705 2.074 1.240
H 7.504 0.398 0.850
H 6.044 2.385 2.750
H 7.158 1.039 3.220
H 5.988 -1.476 2.046
H 6.483 -1.046 3.695
H 4.899 -1.747 3.327
H 4.234 1.913 4.029
H 3.393 0.405 4.242
H 4.948 0.781 5.035
H 5.908 -0.864 -0.239
H 4.993 -0.350 -1.646
H 4.177 -1.323 -0.511
H 2.329 0.287 1.805
```

Output
**Maximum force**: 3.8 eV/Å
**2S+1**: 4
**DFT total energy**: -2708.7279 Ha
**Orbital gap (alpha / beta)**: 7.21 / 7.22 eV

Here are the Löwdin charges for atoms 1 to 2, given in e:
1 V 1.06
2 C -0.10

=====

C16H29N3O5S | ωB97M-V/def2-TZVPD

Structure (XYZ):
```
54
Properties=species:S:1:pos:R:3
C 2.816 3.715 3.662
C 3.253 2.384 4.256
O 2.820 1.283 3.458
C 1.543 0.883 3.654
O 0.786 1.374 4.457
N 1.231 -0.163 2.854
C -0.126 -0.662 2.812
C -0.585 -0.808 1.366
N 0.295 -1.725 0.661
C 0.047 -2.259 -0.549
O 0.836 -3.002 -1.110
C -1.287 -1.903 -1.201
N -1.415 -0.490 -1.459
C -0.586 0.167 -2.457
C -0.434 -0.622 -3.759
C 0.327 0.220 -4.781
C 1.705 0.589 -4.241
C 1.575 1.341 -2.920
C 0.801 0.506 -1.903
S -2.903 0.173 -1.176
C -3.947 -0.252 -2.600
O -2.752 1.596 -1.143
O -3.450 -0.483 -0.023
C 1.590 -1.964 1.273
C 2.148 -0.672 1.853
H 3.215 4.529 4.260
H 1.731 3.777 3.660
H 3.179 3.810 2.641
H 2.847 2.272 5.267
H 4.342 2.301 4.281
H -0.191 -1.626 3.330
H -0.759 0.054 3.340
H -0.577 0.174 0.880
H -1.615 -1.169 1.345
H -2.109 -2.168 -0.533
H -1.365 -2.502 -2.117
H -1.108 1.108 -2.658
H -1.414 -0.898 -4.156
H 0.130 -1.536 -3.563
H -0.236 1.131 -4.996
H 0.430 -0.339 -5.713
H 2.237 1.204 -4.969
H 2.285 -0.322 -4.082
H 1.049 2.284 -3.087
H 2.566 1.575 -2.526
H 0.688 1.062 -0.971
H 1.347 -0.416 -1.700
H -3.566 0.259 -3.473
H -4.949 0.085 -2.369
H -3.928 -1.327 -2.722
H 2.251 -2.357 0.498
H 1.500 -2.720 2.061
H 3.121 -0.857 2.315
H 2.288 0.067 1.054
```

Output
**Maximum force**: 1.1 eV/Å
**2S+1**: 1
**Energy relative to the best compared isomer or geometry (same formula, charge and spin)**: 0.7 kcal/mol
**DFT total energy**: -1565.7726 Ha
**SMILES string**: CCOC(=O)N1CCN(C(=O)CN(C2CCCCC2)S(C)(=O)=O)CC1
**Orbital gap**: 9.81 eV

Here are the natural (NBO) charges for atoms 1 to 2, given in e:
1 C -0.64
2 C -0.07

=====

C2H3IO2 | ωB97M-V/def2-TZVPD

Structure (XYZ):
```
8
Properties=species:S:1:pos:R:3
C 0.027 0.545 0.229
C -1.218 -0.063 0.037
O 0.825 1.188 0.829
O 1.545 -0.838 -0.911
I 3.127 -0.214 -0.062
H -1.520 0.006 -1.040
H -0.836 -1.055 0.243
H -1.949 0.431 0.676
```

Output
**Maximum force**: 7.6 eV/Å
**2S+1**: 1
**Energy relative to the best compared isomer or geometry (same formula, charge and spin)**: 101.2 kcal/mol
**DFT total energy**: -526.0376 Ha
**Orbital gap (alpha / beta)**: 7.29 / 7.29 eV

Here are the natural (NBO) charges for atoms 1 to 2, given in e:
1 C 0.87
2 C -0.79

=====

C8H20BrN2O8P | ωB97M-V/def2-TZVPD

Structure (XYZ):
```
40
Properties=species:S:1:pos:R:3
N -0.637 -1.263 -0.136
N -0.494 0.140 -0.360
C 0.931 0.418 -0.547
P 1.408 2.159 -0.632
O 2.714 2.247 -1.289
O 0.327 3.040 -1.395
O 1.463 2.771 0.828
C -1.263 0.529 -1.502
O -1.191 0.021 -2.594
O -2.136 1.540 -1.234
C -3.388 1.038 -0.814
C -4.147 2.155 -0.161
O -4.033 3.305 -0.437
Br -5.413 1.516 1.183
H -1.492 -1.462 0.355
H -0.577 -1.779 -1.008
H 1.348 -0.111 -1.394
H 1.422 0.025 0.329
H 0.416 2.911 -2.339
H 0.667 3.267 1.044
H -3.950 0.701 -1.677
H -3.291 0.212 -0.121
C 4.618 1.407 1.723
C 5.577 2.570 1.571
O 6.004 2.705 0.220
H 5.086 0.479 1.393
H 4.290 1.286 2.758
H 3.747 1.576 1.094
H 6.473 2.418 2.172
H 5.101 3.500 1.901
H 5.218 2.835 -0.322
C -3.354 -5.350 -0.042
C -2.304 -4.258 -0.125
O -2.327 -3.409 1.025
H -4.347 -4.914 0.062
H -3.338 -5.977 -0.933
H -3.180 -5.985 0.829
H -2.491 -3.617 -0.986
H -1.305 -4.693 -0.235
H -2.152 -3.954 1.796
```

Output
**Maximum force**: 2.0 eV/Å
**2S+1**: 1
**DFT total energy**: -3943.6561 Ha
**SMILES string**: NN(CP(=O)(O)O)C(=O)OCC(=O)Br.CCO.CCO
**Orbital gap**: 9.83 eV

Here are the natural (NBO) charges for atoms 1 to 2, given in e:
1 N -0.66
2 N -0.37

=====

C4H9N | ωB97M-V/def2-TZVPD

Structure (XYZ):
```
14
Properties=species:S:1:pos:R:3
C -1.760 0.341 -1.846
N -1.314 -0.668 -1.193
C -0.062 -0.743 -0.394
C 0.355 0.471 0.472
C 1.239 -0.011 1.676
H -1.397 1.337 -1.853
H -2.639 0.163 -2.495
H -0.274 -1.747 0.124
H 0.822 -1.105 -1.093
H 1.114 1.169 0.044
H -0.420 1.230 0.742
H 1.199 -1.083 1.902
H 2.320 0.170 1.400
H 0.815 0.475 2.513
```

Output
**Maximum force**: 2.4 eV/Å
**2S+1**: 1
**Energy relative to the best compared isomer or geometry (same formula, charge and spin)**: 42.1 kcal/mol
**DFT total energy**: -212.4841 Ha
**SMILES string**: C=NCCC
**Orbital gap**: 10.28 eV

Here are the natural (NBO) charges for atoms 1 to 2, given in e:
1 C -0.06
2 N -0.40